# 1
Formula: C30H85Cl4N3O14
Source: OMol25
Level of theory: ωB97M-V with the def2-TZVPD basis set

```
! RIJCOSX wB97M-V def2-TZVPD def2/J DEFGRID3
* xyz 0 1
Cl 2.2229 2.1609 -0.9502
C 1.3182 1.7963 0.6159
C 0.6726 0.4496 0.5030
Cl 0.0065 0.1429 2.1423
H 0.5323 2.5345 0.7754
H 1.9544 1.9381 1.4896
H 1.3188 -0.3477 0.1356
H -0.1939 0.5455 -0.1513
Cl 1.4986 5.5815 -0.4342
C 2.3759 4.4538 -1.4778
C 2.2490 4.9909 -2.9314
Cl 3.2193 3.9905 -4.0382
H 1.9420 3.4563 -1.4082
H 3.3852 4.4361 -1.0665
H 2.6513 6.0023 -2.9882
H 1.2391 5.0511 -3.3370
C -2.5799 0.5481 -0.0459
O -2.3733 -0.6730 -0.7639
H -1.8336 0.6393 0.7433
H -2.3788 1.3756 -0.7263
H -3.6069 0.6213 0.3121
H -1.5917 -0.5238 -1.3009
C -1.9787 3.6377 0.3944
O -2.5994 3.3997 1.6222
H -1.6443 4.6733 0.3334
H -1.0416 3.0819 0.3651
H -2.6855 3.3102 -0.3680
H -3.4968 3.7375 1.5759
C 2.0622 -0.3041 3.4324
O 2.9796 -0.1875 2.4208
H 1.9377 0.6605 3.9245
H 1.1297 -0.7469 3.0824
H 2.5110 -0.9572 4.1809
H 3.7012 0.3866 2.6880
C 1.2911 4.4378 1.6788
O 1.0579 3.7241 2.8606
H 0.4290 4.2102 1.0519
H 1.2964 5.5091 1.8799
H 2.2033 4.0843 1.1982
H 0.1218 3.5277 2.9428
C 3.5939 2.2230 2.7113
O 4.4548 1.0738 2.6648
H 4.2351 3.0953 2.5846
H 2.8629 2.4027 1.9230
H 3.0115 2.2235 3.6326
H 5.2801 1.2677 3.1152
C -0.9673 2.1142 3.2754
O -0.7821 3.2439 2.3201
H -1.5996 2.3842 4.1211
H -1.3292 1.1868 2.8315
H -0.0515 1.9454 3.8419
H -1.6578 3.4820 2.0069
C -0.7034 0.5993 -2.4879
O -0.6569 -0.5131 -1.6564
H -1.6233 0.7315 -3.0575
H -0.3597 1.5249 -2.0262
H 0.0548 0.4988 -3.2644
H 0.1112 -0.9903 -1.9786
C 3.4945 -1.4625 0.0857
O 3.2093 -0.0744 0.4038
H 3.7388 -1.6133 -0.9658
H 4.2498 -1.8852 0.7482
H 2.5982 -2.0351 0.3241
H 3.0129 0.0076 1.3399
C 3.2314 -2.2830 -5.5555
O 1.8571 -2.3434 -5.0919
C 1.6157 -3.3939 -4.1329
C 0.7012 -2.9795 -2.9587
N 0.7118 -1.5316 -2.6085
C 2.0015 -1.2391 -2.0296
C 2.1220 0.2827 -1.7418
O 2.3554 0.9583 -2.9702
C 2.2855 2.3554 -2.9344
H 3.8862 -1.8047 -4.8272
H 3.2732 -1.7683 -6.5154
H 3.7197 -3.2448 -5.7121
H 2.5614 -3.7650 -3.7380
H 1.1275 -4.1737 -4.7175
H 0.9411 -3.6037 -2.0980
H -0.3279 -3.2819 -3.1528
H 0.6796 -1.0126 -3.4743
H 2.7796 -1.5114 -2.7427
H 2.1635 -1.8555 -1.1454
H 2.9137 0.3675 -0.9974
H 1.2476 0.6531 -1.2067
H 1.2746 2.7366 -2.7897
H 2.6296 2.7596 -3.8863
H 2.9431 2.6868 -2.1308
C 0.8910 -5.4968 -3.6683
O -0.2750 -4.9315 -4.2814
C -1.5145 -5.0876 -3.5482
C -1.8417 -3.8381 -2.7446
N -1.0381 -3.7030 -1.5373
C -0.9773 -2.2945 -1.1327
C 0.0314 -2.1515 0.0845
O -0.6597 -2.3769 1.2813
C 0.2461 -2.5027 2.3608
H 1.1627 -5.0860 -2.6959
H 1.7526 -5.4678 -4.3353
H 0.7709 -6.5772 -3.5888
H -1.4494 -6.0200 -2.9873
H -2.3208 -5.2402 -4.2657
H -2.8658 -3.8787 -2.3734
H -1.6939 -3.0169 -3.4460
H -1.3216 -4.2950 -0.7697
H -1.9812 -2.0879 -0.7619
H -0.6572 -1.6392 -1.9428
H 0.3458 -1.1082 0.1116
H 0.8272 -2.8806 -0.0672
H 0.6944 -1.5390 2.6027
H 0.9723 -3.2963 2.1853
H -0.3941 -2.7549 3.2062
C -2.9921 -3.2120 3.1642
O -3.7465 -2.2255 2.4678
C -2.8637 -1.4814 1.5907
C -1.9634 -0.4939 2.4373
N -2.8368 0.4021 3.2056
C -3.5899 1.3976 2.4360
C -4.3723 2.3413 3.3290
O -5.1757 1.6431 4.1905
C -6.4749 1.2743 3.7664
H -2.5672 -3.9026 2.4358
H -3.7125 -3.8281 3.7021
H -2.3049 -2.7839 3.8940
H -3.5645 -0.9263 0.9671
H -2.2597 -2.0090 0.8525
H -1.2292 0.1243 1.9207
H -1.3307 -1.0020 3.1650
H -3.4950 -0.1678 3.7175
H -4.2572 0.7989 1.8161
H -2.9767 2.0559 1.8206
H -4.8498 3.1334 2.7522
H -3.6818 2.8569 3.9965
H -7.0690 2.1775 3.6266
H -6.9835 0.6400 4.4925
H -6.5820 0.6629 2.8704
*
```

## Properties
orbital gap	6.561	eV
highest occupied orbital energy	-6.332	eV
total energy	-115641.095	eV
LUMO level	0.00842	Eh
largest force on an atom	0.375	hartree/bohr

***

# 2
Formula: C23H44Cl3MgN8O2Si
Source: OMol25
Level of theory: ωB97M-V with the def2-TZVPD basis set

```
! RIJCOSX wB97M-V def2-TZVPD def2/J DEFGRID3
* xyz 1 1
Mg 0.8875 -0.4335 0.1797
N -0.1085 4.1025 1.2577
C -1.4295 4.5051 1.7898
C -1.9680 3.4812 2.7947
C -2.4865 2.1700 2.1992
N -1.3783 1.2907 1.7840
C -3.3932 2.4306 1.0029
C -2.7617 3.3519 -0.0308
N -1.5261 2.7334 -0.6224
C -2.4013 4.6841 0.6222
H 0.4328 3.6038 1.9529
H 0.4187 4.9140 0.9576
H -0.7073 3.1046 -0.0915
H -1.3502 5.4620 2.3146
H -2.7976 3.9525 3.3276
H -1.1976 3.2688 3.5432
H -3.1093 1.6886 2.9619
H -1.7437 0.4285 1.3739
H -0.8594 0.9999 2.6060
H -4.3120 2.9080 1.3495
H -3.6772 1.4842 0.5472
H -3.4607 3.5139 -0.8511
H -1.4242 2.9292 -1.6186
H -1.4265 1.7036 -0.5306
H -3.3271 5.1221 1.0001
H -1.9889 5.3850 -0.1091
O -0.8621 -0.8580 -0.1914
N -0.2567 0.0654 -1.2321
C 5.1409 -2.3004 -0.4459
C 4.2724 -1.1970 -0.9717
N 2.7947 -1.2953 1.1322
C 2.6860 -2.6739 1.5013
N 1.4971 -3.0831 1.6198
C 1.2884 -4.5213 1.7144
C 2.3049 -5.2276 0.8151
C 3.6933 -4.8480 1.2959
N 3.8244 -3.3841 1.4342
C 5.0476 -2.7444 1.0435
H 6.1919 -2.0839 -0.6584
H 4.8456 -3.1317 -1.0968
H 4.0397 0.7527 -0.7366
H 4.7920 -0.2981 1.0146
H 2.4268 -0.0258 -0.6296
H 0.2665 -4.7184 1.3964
H 1.3823 -4.8628 2.7500
H 2.1513 -4.9236 -0.2229
H 2.1825 -6.3097 0.8608
H 4.4704 -5.1937 0.6134
H 3.8700 -5.3174 2.2673
H 5.8638 -3.4274 1.2730
H 5.2043 -1.8630 1.6739
C -3.8716 -0.8307 -1.0333
N -3.6930 -1.9077 -1.9699
C -4.6696 -1.8467 -3.0353
C -2.3019 -2.0758 -2.3928
C -1.6675 -0.8843 -3.0983
C -1.9952 -0.6952 -4.4444
C -1.5137 0.3388 -5.2270
C -0.6171 1.2281 -4.6469
C -0.2516 1.0690 -3.3275
C -0.7618 0.0271 -2.5032
H -4.8187 -0.9468 -0.4987
H -3.8914 0.1570 -1.5384
H -3.0430 -0.8365 -0.3226
H -5.6714 -1.8885 -2.6025
H -4.5547 -2.7037 -3.7008
H -4.6068 -0.9255 -3.6365
H -2.2915 -2.9274 -3.0779
H -1.7185 -2.3292 -1.5128
H -2.6505 -1.4272 -4.9021
H -1.8101 0.4358 -6.2622
H -0.1893 2.0371 -5.2273
H 0.4958 1.7268 -2.8914
C 1.8821 0.6856 3.5901
O 1.8956 1.4529 2.3561
H 2.4671 -0.2281 3.4892
H 0.8478 0.4204 3.7879
H 2.2768 1.3012 4.3952
Cl 4.8863 1.9888 2.5660
Si 3.2412 1.5852 1.4847
Cl 3.0005 2.9378 0.0090
Cl 3.5735 -0.2525 0.2425
*
```

## Properties
orbital gap	3.678	eV
highest occupied orbital energy	-8.073	eV
total energy	-91451.680	eV
LUMO level	-0.16149	Eh
largest force on an atom	0.062	hartree/bohr
energy relative to the best compared isomer or geometry (same formula, charge and spin)	540.5	kcal/mol

***

# 3
Formula: C5H14
Source: OMol25
Level of theory: ωB97M-V with the def2-TZVPD basis set

```
! RIJCOSX wB97M-V def2-TZVPD def2/J DEFGRID3
* xyz -1 2
C 0.3285 -0.0815 -1.5649
C 1.3869 -1.1790 -1.2358
C -0.9583 -0.8680 -1.7326
H 0.6641 0.5202 -2.4273
H 0.4399 0.7032 -0.8351
H 2.4207 -1.0090 -1.5261
H 1.2546 -1.4581 -0.1819
H -1.1467 -0.8867 -2.8366
H -1.8378 -0.2546 -1.4562
H 1.1237 -2.1545 -1.6460
H -0.8815 -1.8301 -1.2578
C 0.1212 1.5183 1.7242
C -0.8978 0.6155 2.4758
H 0.0059 1.2850 0.6482
H -0.0752 2.5966 1.7888
H 1.1596 1.2673 1.9258
H -1.8042 1.1179 2.7955
H -0.9705 -0.3122 1.9194
H -0.3332 0.4099 3.4226
*
```

## Properties
orbital gap (spin up / spin down)	2.763 / 11.346	eV
<S²>	0.750
highest occupied orbital energy (spin up / spin down)	1.550 / -7.005	eV
total energy	-5409.396	eV
LUMO level (spin up / spin down)	0.15848 / 0.15953	Eh
largest force on an atom	0.063	hartree/bohr
energy relative to the best compared isomer or geometry (same formula, charge and spin)	25.7	kcal/mol

***

# 4
Formula: C10H26NO2S
Source: OMol25
Level of theory: ωB97M-V with the def2-TZVPD basis set

```
! RIJCOSX wB97M-V def2-TZVPD def2/J DEFGRID3
* xyz 1 1
C -0.0558 -3.8221 0.4995
S -0.4471 -2.1562 1.0203
O -1.2636 -1.6009 -0.2145
C -2.5789 -1.0180 0.0792
C -3.6810 -2.0433 0.1767
C -3.6640 -2.9255 1.4359
O -3.6515 -2.7960 -1.0229
H 0.0319 -3.8022 -0.5861
H -0.8870 -4.4424 0.8205
H 0.8882 -4.1190 0.9542
H 0.7648 -1.5788 0.8222
H -2.5508 -0.3958 0.9750
H -2.7609 -0.3682 -0.7744
H -4.6005 -1.4430 0.1988
H -3.1142 -2.4777 2.2635
H -4.6858 -3.0954 1.7718
H -3.2503 -3.9100 1.2052
H -4.1971 -3.5788 -0.9188
C 2.2011 4.5017 -0.7525
C 2.7162 3.0775 -0.6176
N 1.9637 2.2893 0.3478
C 2.6127 1.0514 0.7205
C 2.8078 -0.0203 -0.3615
C 0.5309 2.2188 0.1261
C 0.0284 1.6656 -1.2154
H 2.1510 4.9887 0.2217
H 2.8749 5.0766 -1.3875
H 1.2121 4.5423 -1.2106
H 3.7505 3.1145 -0.2668
H 2.7443 2.6113 -1.6147
H 2.0508 0.6213 1.5598
H 3.5950 1.3015 1.1302
H 1.8606 -0.4953 -0.6374
H 3.4748 -0.8028 0.0097
H 3.2541 0.3782 -1.2712
H 0.1228 3.2234 0.2520
H 0.0984 1.6355 0.9477
H 0.5618 2.1018 -2.0598
H -1.0285 1.9117 -1.3408
H 0.1204 0.5804 -1.2858
*
```

## Properties
orbital gap	6.864	eV
highest occupied orbital energy	-10.715	eV
total energy	-27203.341	eV
LUMO level	-0.14155	Eh
largest force on an atom	0.012	hartree/bohr

***

# 5
Formula: C27H34EuN5SSi
Source: OMol25
Level of theory: ωB97M-V with the def2-TZVPD basis set

```
! RIJCOSX wB97M-V def2-TZVPD def2/J DEFGRID3
* xyz 1 8
Eu 5.3324 9.4965 14.8830
C 6.0505 10.4849 19.8253
C 5.7034 10.4540 18.3044
N 5.2997 9.3924 17.7192
N 5.1494 8.2968 18.4421
C 4.7005 7.1335 17.8837
N 4.4811 6.1691 18.7789
S 4.3818 6.9166 16.3064
C 5.8927 11.6884 17.5064
C 5.7462 12.9444 18.1108
C 5.9582 14.0993 17.3727
C 6.1805 13.9617 16.0271
C 6.2670 12.7074 15.4887
N 6.1082 11.5876 16.1858
H 5.1780 10.9548 20.3474
H 6.8548 11.1921 19.8490
H 6.2057 9.5553 20.3066
H 5.3520 8.3356 19.4366
H 4.4908 6.3656 19.8032
H 3.9215 5.3872 18.5065
H 5.3912 12.9626 19.1372
H 5.8284 15.0468 17.8274
H 6.3338 14.8988 15.4307
H 6.4833 12.5573 14.3771
C 4.0288 10.1648 12.7284
Si 5.4548 10.1832 11.6100
C 6.8548 8.7868 12.2181
N 7.4254 8.8367 13.6155
C 8.2932 10.0727 13.7608
C 9.1862 9.9630 15.0170
C 8.5452 9.0142 16.0339
C 8.4531 7.5963 15.4271
C 8.2741 7.6410 13.8929
C 5.3461 9.9606 9.7337
C 5.6893 10.9667 8.8177
C 5.3065 10.8731 7.5130
C 4.6770 9.7301 7.0079
C 4.3509 8.7096 7.8940
C 4.7434 8.8178 9.2187
C 6.2453 11.8668 11.8112
C 5.4418 12.9873 12.0980
C 5.9390 14.2578 12.2118
C 7.3390 14.4883 11.9565
C 8.1193 13.4013 11.6218
C 7.5414 12.0720 11.5547
H 3.3896 9.2676 12.5211
H 3.4595 11.0405 12.6346
H 7.6378 8.6730 11.4251
H 6.3126 7.8458 12.1288
H 7.6379 10.9695 13.8769
H 8.9896 10.1296 12.9422
H 9.3209 10.9950 15.4371
H 10.2062 9.5459 14.7702
H 7.5832 9.2759 16.4823
H 9.1998 8.8923 16.8968
H 7.6143 7.1350 15.9602
H 9.3468 7.0000 15.6887
H 7.6879 6.7865 13.6762
H 9.2771 7.7223 13.3711
H 5.9744 11.9313 9.2534
H 5.5179 11.7016 6.7728
H 4.3575 9.6104 6.0071
H 3.8738 7.7965 7.5825
H 4.5172 8.0423 9.8845
H 4.3768 12.8026 12.2409
H 5.2796 15.0667 12.4223
H 7.6844 15.5344 12.0597
H 9.2039 13.5538 11.3895
H 8.0652 11.2884 11.0655
*
```

## Properties
orbital gap (spin up / spin down)	6.203 / 6.300	eV
<S²>	15.760
highest occupied orbital energy (spin up / spin down)	-9.639 / -9.729	eV
total energy	-74037.169	eV
LUMO level (spin up / spin down)	-0.12626 / -0.12601	Eh
largest force on an atom	0.070	hartree/bohr

***

- What is the formula in the fifth record?
  C27H34EuN5SSi

***

- What is the formula in the first record?
  C30H85Cl4N3O14

***

- The highest largest force on an atom belongs to which entry?
  C30H85Cl4N3O14